1.
C35H96N8O9 | ωB97M-V/def2-TZVPD

```
! wB97M-V def2-TZVPD RIJCOSX def2/J DEFGRID3
* xyz 0 1
C -3.432 -4.220 5.646
O -3.388 -5.370 4.825
C -2.133 -6.056 4.640
C -2.004 -7.335 5.514
C -0.600 -7.836 5.463
N -2.931 -8.432 5.341
H -3.101 -4.330 6.679
H -4.473 -3.896 5.644
H -2.891 -3.388 5.195
H -1.883 -6.340 3.619
H -1.328 -5.393 4.957
H -2.144 -7.040 6.554
H -0.200 -7.950 4.456
H -0.478 -8.873 5.777
H 0.005 -7.049 5.911
H -2.877 -8.678 4.363
H -3.849 -8.016 5.417
C -7.572 -3.429 -0.296
O -8.499 -2.445 -0.045
C -9.809 -2.472 -0.579
C -10.460 -1.094 -0.163
C -10.671 -1.026 1.400
N -11.701 -0.650 -0.793
H -7.995 -4.395 -0.022
H -6.629 -3.349 0.244
H -7.318 -3.593 -1.343
H -9.668 -2.620 -1.649
H -10.414 -3.324 -0.271
H -9.633 -0.408 -0.347
H -11.314 -0.192 1.682
H -9.780 -0.634 1.890
H -11.124 -1.988 1.639
H -11.527 -0.522 -1.779
H -12.423 -1.355 -0.756
C 1.809 2.838 -0.938
O 0.703 1.968 -1.196
C 0.946 0.576 -1.008
C -0.245 -0.138 -1.690
C -1.582 0.278 -1.128
N -0.160 -1.568 -1.495
H 2.738 2.397 -1.300
H 1.887 3.063 0.126
H 1.658 3.790 -1.446
H 1.844 0.222 -1.514
H 0.926 0.247 0.031
H -0.286 -0.034 -2.774
H -1.724 -0.006 -0.085
H -2.253 -0.363 -1.700
H -1.859 1.304 -1.371
H -1.024 -1.988 -1.805
H -0.169 -1.704 -0.494
C 7.497 -1.903 3.539
O 7.538 -3.121 2.891
C 6.432 -3.395 2.081
C 5.248 -3.989 2.815
C 5.651 -5.233 3.482
N 4.093 -4.417 1.944
H 8.500 -1.869 3.965
H 6.720 -1.904 4.303
H 7.249 -1.082 2.866
H 6.171 -2.483 1.544
H 6.739 -4.079 1.289
H 5.022 -3.275 3.606
H 6.434 -5.764 2.940
H 4.780 -5.862 3.666
H 6.146 -4.865 4.381
H 4.080 -3.893 1.080
H 4.336 -5.379 1.759
C -0.322 -12.195 -1.623
O -1.032 -11.233 -0.796
C -2.307 -10.684 -1.169
C -2.559 -10.145 -2.590
C -1.613 -9.040 -3.044
N -3.833 -9.605 -2.782
H 0.699 -11.966 -1.318
H -0.497 -12.051 -2.689
H -0.696 -13.148 -1.249
H -3.110 -11.366 -0.887
H -2.398 -9.844 -0.481
H -2.626 -11.019 -3.239
H -1.756 -8.012 -2.709
H -1.528 -9.111 -4.129
H -0.547 -9.193 -2.876
H -3.932 -9.732 -3.779
H -4.672 -9.994 -2.376
C 1.585 9.154 -6.566
O 0.589 8.483 -5.913
C 0.600 7.125 -6.457
C -0.761 6.417 -6.047
C -0.839 4.882 -6.367
N -1.844 7.129 -6.654
H 1.884 10.004 -5.952
H 1.135 9.472 -7.507
H 2.536 8.659 -6.761
H 0.600 7.227 -7.542
H 1.549 6.735 -6.090
H -1.026 6.671 -5.020
H -0.548 4.626 -7.386
H -1.862 4.567 -6.163
H -0.110 4.509 -5.648
H -1.637 8.103 -6.819
H -1.880 6.757 -7.592
C 8.745 5.559 -5.535
O 9.382 4.411 -6.011
C 10.809 4.408 -5.806
C 11.546 3.571 -6.946
C 10.916 2.171 -7.033
N 12.930 3.505 -6.501
H 9.050 5.991 -4.582
H 7.706 5.261 -5.395
H 8.702 6.384 -6.246
H 11.292 5.384 -5.772
H 10.914 3.885 -4.855
H 11.637 3.975 -7.954
H 11.421 1.778 -7.916
H 9.853 2.225 -7.272
H 11.007 1.550 -6.142
H 13.339 4.416 -6.346
H 13.009 2.862 -5.727
C -1.608 8.256 8.517
O -0.877 7.171 8.171
C -1.306 6.455 7.078
C -0.656 4.997 7.173
C 0.842 5.009 7.157
N -1.143 3.978 6.273
H -2.225 8.262 9.415
H -2.128 8.794 7.724
H -0.804 8.887 8.897
H -2.385 6.487 6.928
H -0.826 6.962 6.240
H -0.955 4.611 8.147
H 1.214 3.991 7.282
H 1.094 5.690 7.970
H 1.190 5.303 6.167
H -2.139 3.807 6.284
H -0.878 4.291 5.349
C -4.390 6.708 1.497
C -3.116 6.579 0.646
C -2.163 7.778 0.932
O -2.456 5.423 1.019
H -4.971 7.599 1.258
H -4.309 6.783 2.582
H -5.052 5.883 1.234
H -3.373 6.569 -0.413
H -1.185 7.736 0.453
H -2.083 7.912 2.011
H -2.664 8.711 0.673
H -1.749 5.177 0.419
*
```

The HOMO energy comes out at -8.97 eV. For the HOMO-LUMO gap, the calculation gives 0.3432 hartree. The total energy is -68189.659 eV. The largest force on an atom comes out at 3.35 eV/Å. Its SMILES is COC[C@H](C)N.COC[C@H](C)N.COC[C@H](C)N.COC[C@H](C)N.COC[C@H](C)N.COC[C@H](C)N.COC[C@H](C)N.COC[C@H](C)N.CC(C)O.

Atomic partial charges in e from the Mulliken method, atoms 1 to 2: number 1, C, carries -0.716; number 2, O, carries -0.350

=====

2.
C35H97N7O12 | ωB97M-V/def2-TZVPD

```
! wB97M-V def2-TZVPD RIJCOSX def2/J DEFGRID3
* xyz 0 1
C -7.186 2.849 3.367
O -5.810 2.792 3.398
C -5.215 2.491 2.122
C -3.666 2.533 2.239
C -2.989 3.879 2.619
N -3.007 2.018 0.987
H -7.537 3.068 4.376
H -7.603 1.890 3.058
H -7.555 3.721 2.827
H -5.620 1.542 1.773
H -5.542 3.249 1.410
H -3.518 1.825 3.054
H -3.342 4.188 3.603
H -3.235 4.581 1.823
H -1.913 3.712 2.569
H -3.257 2.673 0.260
H -3.407 1.155 0.648
C 7.479 -0.773 2.715
O 6.175 -0.900 2.133
C 5.937 -0.039 1.045
C 4.666 -0.438 0.337
C 4.237 0.404 -0.876
N 3.647 -0.331 1.321
H 7.544 0.111 3.349
H 8.235 -0.691 1.934
H 7.628 -1.618 3.388
H 5.908 1.001 1.370
H 6.728 -0.029 0.294
H 4.761 -1.485 0.048
H 3.333 0.029 -1.355
H 4.985 0.296 -1.661
H 4.117 1.423 -0.509
H 4.015 -0.979 2.003
H 2.717 -0.635 1.070
C -3.049 0.495 -2.666
O -3.592 -0.727 -3.177
C -2.689 -1.623 -3.891
C -2.116 -0.958 -5.185
C -3.319 -0.498 -6.093
N -1.375 -1.933 -5.906
H -2.281 0.437 -1.895
H -3.948 0.926 -2.225
H -2.678 1.087 -3.503
H -1.796 -1.925 -3.344
H -3.289 -2.485 -4.186
H -1.472 -0.119 -4.923
H -2.963 -0.034 -7.013
H -4.057 0.157 -5.630
H -4.002 -1.273 -6.440
H -0.722 -2.326 -5.243
H -0.777 -1.587 -6.643
N -1.185 -0.964 0.279
C -0.036 -0.346 0.501
N -0.195 0.919 0.563
O 1.020 -0.969 0.650
H -2.109 -0.558 0.251
H -1.119 -1.951 0.076
H -1.135 1.251 0.727
H 0.632 1.498 0.571
N -5.390 -1.998 0.750
C -4.686 -1.319 -0.088
N -4.941 -1.852 -1.199
O -3.952 -0.367 0.189
H -5.355 -2.017 1.759
H -5.890 -2.699 0.221
H -5.520 -2.678 -1.232
H -4.419 -1.497 -1.988
C 1.181 4.069 -3.749
C -0.127 3.965 -2.975
C -0.282 2.615 -2.171
O -0.162 5.005 -2.058
H 2.018 4.051 -3.052
H 1.252 4.979 -4.345
H 1.213 3.252 -4.469
H -0.958 4.077 -3.671
H -0.141 1.718 -2.774
H -1.261 2.446 -1.722
H 0.527 2.683 -1.443
H 0.594 4.850 -1.486
C -0.797 -5.602 -1.778
C -1.003 -4.778 -0.466
C -2.495 -4.674 0.035
O -0.282 -5.422 0.619
H 0.228 -5.698 -2.135
H -1.286 -5.066 -2.592
H -1.132 -6.618 -1.569
H -0.536 -3.808 -0.640
H -2.589 -4.155 0.988
H -2.694 -5.732 0.206
H -3.145 -4.131 -0.651
H -0.001 -4.781 1.277
C 2.718 -1.275 -4.511
C 1.909 -2.369 -3.902
C 0.905 -1.924 -2.739
O 1.054 -2.747 -4.942
H 3.231 -1.452 -5.457
H 3.489 -1.060 -3.772
H 2.107 -0.417 -4.790
H 2.517 -3.193 -3.525
H 0.258 -1.113 -3.072
H 1.320 -1.601 -1.784
H 0.181 -2.722 -2.577
H 1.657 -3.231 -5.510
C 1.954 -4.584 3.876
C 1.917 -3.570 2.791
C 2.824 -4.057 1.652
O 0.589 -3.486 2.214
H 1.287 -4.164 4.629
H 2.893 -4.785 4.392
H 1.493 -5.517 3.551
H 2.304 -2.627 3.177
H 2.372 -4.977 1.281
H 3.782 -4.295 2.113
H 2.992 -3.433 0.773
H 0.634 -2.619 1.805
C 3.686 3.110 3.264
C 2.233 2.648 2.976
C 1.204 3.656 3.055
O 2.214 2.154 1.655
H 3.878 3.336 4.313
H 3.859 4.022 2.692
H 4.406 2.371 2.915
H 1.940 1.812 3.610
H 1.132 4.156 4.021
H 0.239 3.159 2.953
H 1.337 4.432 2.301
H 2.840 1.430 1.576
C 4.473 4.327 -0.513
C 3.232 5.229 -0.444
C 3.050 6.201 -1.606
O 2.084 4.298 -0.482
H 4.559 3.969 -1.539
H 4.403 3.539 0.237
H 5.376 4.899 -0.300
H 3.158 5.742 0.515
H 3.719 7.054 -1.493
H 2.039 6.608 -1.615
H 3.380 5.814 -2.570
H 2.098 3.719 0.283
C -3.683 -2.440 4.395
C -2.341 -2.333 3.610
C -1.509 -1.140 4.007
O -1.571 -3.352 4.081
H -3.959 -3.491 4.305
H -4.476 -1.753 4.100
H -3.530 -2.311 5.467
H -2.522 -2.373 2.536
H -2.042 -0.227 3.741
H -0.585 -1.175 3.429
H -1.365 -1.159 5.087
H -0.775 -3.540 3.578
*
```

The HOMO energy comes out at -9.05 eV. For the HOMO-LUMO gap, the calculation gives 0.3495 hartree. The total energy is -72867.243 eV. The largest force on an atom comes out at 6.92 eV/Å. Its SMILES is COC[C@H](C)N.COC[C@H](C)N.COC[C@H](C)N.NC(N)=O.NC(N)=O.CC(C)O.CC(C)O.CC(C)O.CC(C)O.CC(C)O.CC(C)O.CC(C)O.

Atomic partial charges in e from the Mulliken method, atoms 1 to 2: number 1, C, carries -0.761; number 2, O, carries -0.359

=====

Question: Which formula does entry 2 have?
Answer: C35H97N7O12

=====

Question: HOMO energy of number 1 (C35H96N8O9)?
Answer: -8.97 eV

=====

Question: What is the HOMO energy in the first record?
Answer: -8.97 eV